(1)
A molecular structure, C43H68As3N3O6PRb. Source: OMol25; level of theory: ωB97M-V/def2-TZVPD.

Each line ends with the Mulliken charge.
Positions of all 125 atoms, in Å:
1 Rb 0.3936 -0.2708 -1.2628  1.12
2 O -4.3380 -3.7984 -3.7932  -0.53
3 C -3.2584 -4.5207 -3.4454  0.56
4 O -3.4012 -5.6922 -3.2312  -0.59
5 C -1.9352 -3.8619 -3.4274  0.88
6 C -0.8336 -4.5337 -2.8498  -0.91
7 C 0.4555 -3.9669 -2.8689  -0.51
8 C 0.6270 -2.6702 -3.3982  -0.11
9 C -0.4799 -2.0293 -3.9304  0.19
10 C -1.7357 -2.6187 -3.9558  -0.76
11 N 1.9415 -2.1511 -3.2878  -0.19
12 C 2.2872 -1.3013 -4.1715  0.06
13 C 3.6472 -0.7710 -4.2044  0.33
14 C 3.9640 0.1403 -5.2041  -0.39
15 C 5.2016 0.8081 -5.2742  -0.53
16 C 6.1187 0.4439 -4.3082  -0.50
17 C 5.7542 -0.5584 -3.3956  -0.21
18 N 4.5919 -1.1425 -3.3256  -0.63
19 H -4.0760 -2.9331 -4.0505  0.27
20 H -0.9858 -5.5007 -2.4680  0.58
21 H 1.2978 -4.4967 -2.5125  0.56
22 H -0.3203 -1.0387 -4.3456  -0.17
23 H -2.5667 -2.1273 -4.4476  0.29
24 H 1.6637 -0.8810 -4.9477  0.41
25 H 3.1602 0.3248 -5.9461  0.32
26 H 5.4300 1.5591 -5.9510  0.53
27 H 7.1385 0.9206 -4.2870  0.34
28 H 6.4628 -0.8991 -2.6418  0.43
29 C -3.1288 -4.1356 1.0186  -1.19
30 As -1.9688 -2.7701 1.9182  0.79
31 C -0.4901 -4.0191 2.2133  -1.06
32 C -2.7757 -2.8070 3.6912  -2.05
33 C -2.3966 -1.6927 4.6635  2.36
34 C -3.3042 -1.8217 5.9091  -2.19
35 C -2.6099 -0.2826 4.0698  -2.12
36 As -1.2163 0.5584 2.9722  0.71
37 C -0.4597 1.9259 4.1778  -0.95
38 C -2.4550 1.6551 1.9043  -0.54
39 C -0.9197 -1.7089 5.0941  -1.57
40 As -0.5429 -3.3912 6.0975  0.27
41 C 1.3668 -3.1863 5.8568  -1.16
42 C -0.5703 -2.5849 7.8879  -1.11
43 H -3.0609 -5.1031 1.4890  0.49
44 H -2.8372 -4.1702 -0.0444  0.22
45 H -4.1939 -3.8896 1.0764  0.39
46 H -0.8718 -4.9893 2.6033  0.39
47 H 0.2768 -3.7335 2.9820  -0.07
48 H 0.0398 -4.1510 1.2922  0.44
49 H -2.5449 -3.7475 4.1729  0.64
50 H -3.8306 -2.6022 3.5484  0.57
51 H -4.3446 -1.7524 5.5933  0.50
52 H -3.2087 -0.9840 6.5795  0.44
53 H -3.1603 -2.7900 6.3494  0.48
54 H -2.8022 0.4086 4.8974  0.68
55 H -3.5335 -0.3446 3.4975  0.39
56 H -1.1707 2.4753 4.8392  0.39
57 H 0.0062 2.6893 3.5537  0.08
58 H 0.3229 1.4598 4.7975  0.31
59 H -3.0498 2.1981 2.6516  0.48
60 H -3.1158 1.0124 1.2334  -0.13
61 H -1.8595 2.3359 1.3910  0.15
62 H -0.5553 -0.8224 5.6067  1.01
63 H -0.3471 -1.6993 4.1672  0.05
64 H 1.6195 -3.4894 4.8555  0.28
65 H 1.9184 -3.8303 6.6009  0.37
66 H 1.6894 -2.1489 5.9820  0.37
67 H -1.4984 -2.8289 8.4295  0.32
68 H -0.5277 -1.4974 7.8844  0.31
69 H 0.2472 -3.0290 8.5055  0.39
70 O -0.2559 2.5424 -5.0101  -0.89
71 C -0.4166 1.6741 -4.1373  -0.38
72 O 0.4753 0.9210 -3.7158  -0.04
73 C -1.8189 1.5108 -3.5047  0.35
74 C -2.8181 2.4038 -3.9257  -1.22
75 C -4.0225 2.3734 -3.2071  -0.67
76 C -4.2600 1.4560 -2.2114  0.84
77 C -5.4316 1.3239 -1.3521  -0.86
78 C -5.5382 0.4219 -0.3871  -0.61
79 C -4.5063 -0.5829 -0.1957  -0.56
80 C -3.4221 -0.5204 -0.9692  -0.02
81 C -3.2271 0.5658 -1.8943  -0.26
82 N -1.9930 0.6411 -2.5363  1.15
83 H -2.6708 3.0784 -4.7206  0.69
84 H -4.8488 3.0565 -3.4815  0.37
85 H -6.3701 1.9031 -1.6345  0.23
86 H -6.4476 0.4007 0.1820  0.44
87 H -4.5143 -1.3521 0.5697  0.39
88 H -2.7019 -1.3283 -0.8631  0.29
89 O 1.8452 -1.9745 0.5983  -0.34
90 H 2.7852 -1.9102 0.2445  0.29
91 H 1.9622 -1.6966 1.4991  0.19
92 O 4.3377 -2.1909 -0.5400  -0.70
93 H 4.3407 -2.0190 -1.5022  0.50
94 H 4.5090 -3.1237 -0.4122  0.31
95 C 2.7332 2.1693 1.6589  -1.63
96 C 1.8018 3.0811 0.8603  1.66
97 C 1.8512 4.5129 1.3770  -1.56
98 P 2.0711 2.6089 -0.8853  0.10
99 C 1.0285 3.8598 -1.8874  0.82
100 C 1.3449 5.2869 -2.1709  -1.71
101 C -0.4530 3.6417 -1.3879  -1.66
102 C 3.8649 3.0273 -1.2943  0.61
103 C 3.9656 3.0065 -2.8125  -1.57
104 C 4.4027 4.3547 -0.7733  -1.61
105 H 2.4526 2.2366 2.7354  0.39
106 H 3.7299 2.4925 1.5448  0.50
107 H 2.5568 1.1035 1.5238  0.25
108 H 0.7634 2.6874 1.0231  -0.97
109 H 2.8485 4.9165 1.3119  0.25
110 H 1.5679 4.5393 2.4293  0.51
111 H 1.1734 5.1125 0.7500  0.31
112 H 1.1163 3.3270 -2.8410  0.21
113 H 1.2753 5.9811 -1.3314  0.26
114 H 0.6562 5.6882 -2.9256  0.42
115 H 2.4214 5.3790 -2.6541  0.24
116 H -0.5948 3.9845 -0.3855  0.42
117 H -0.8608 2.5842 -1.4805  0.22
118 H -1.1825 4.1756 -2.0083  0.57
119 H 4.4486 2.2000 -0.9210  0.61
120 H 3.4298 3.8404 -3.1940  0.15
121 H 3.5880 2.1080 -3.3475  0.10
122 H 5.0239 3.1393 -3.0238  0.57
123 H 3.7845 5.2864 -1.0268  0.16
124 H 5.3938 4.4875 -1.1437  0.55
125 H 4.4648 4.4579 0.3106  0.34

Output
* F_max: 0.0723 hartree/bohr
* relative energy (zero: lowest compared OMol25 entry of this formula, charge and spin): 0.0 kcal per mole
* HOMO level: -8.1 eV
* Kohn-Sham gap: 7.514 eV
* E: -254909.5824 eV



(2)
5 unconnected molecules or ions with the total composition C12H25Br6NOS. Source: OMol25; level of theory: ωB97M-V/def2-TZVPD.

Each line ends with the Mulliken charge.
Positions of all 46 atoms, in Å:
1 C 4.8077 1.1607 -0.6530  -0.89
2 C 4.6681 0.8482 -2.1313  -0.41
3 C 3.3005 1.1753 -2.6333  -0.49
4 C 2.2314 0.2748 -2.1693  0.20
5 N 1.4286 -0.4720 -1.7579  -0.42
6 H 4.2051 0.5475 0.0171  0.10
7 H 4.6876 2.2230 -0.4404  0.34
8 H 5.8606 0.9248 -0.4989  0.36
9 H 4.8635 -0.1997 -2.3589  0.30
10 H 5.4345 1.4165 -2.6582  0.34
11 H 3.2008 1.3237 -3.7086  0.40
12 H 2.9021 2.0895 -2.1934  0.30
13 C -1.3723 0.6258 -0.8288  -0.83
14 S -0.9795 2.0030 0.3512  0.23
15 O -1.6455 1.6170 1.6558  -0.50
16 C 0.7643 1.7345 0.4724  0.07
17 H -0.9517 0.9220 -1.7898  0.33
18 H -2.4019 0.2678 -0.8328  0.31
19 H -0.8883 -0.3155 -0.5683  0.28
20 H 1.0638 0.8690 1.0635  -0.09
21 H 1.1112 2.5318 1.1296  0.44
22 H 1.2624 1.5845 -0.4854  -0.41
23 Br -4.5328 1.1515 -2.4223  -0.14
24 C -3.7141 -0.0341 -3.7711  -0.55
25 C -3.7832 -1.5036 -3.3780  -0.51
26 Br -3.4993 -2.6620 -4.9259  -0.16
27 H -2.6884 0.3315 -3.8190  0.30
28 H -4.2077 0.2337 -4.7053  0.41
29 H -4.6851 -1.8400 -2.8665  0.40
30 H -3.0455 -1.8536 -2.6560  0.28
31 Br -5.5942 -0.5237 3.9419  -0.18
32 C -3.6122 -0.6326 3.9760  -0.68
33 C -3.0796 0.7225 4.2195  -0.38
34 Br -3.8590 1.3882 5.9332  -0.16
35 H -3.1730 -1.0595 3.0744  0.39
36 H -3.4764 -1.2725 4.8479  0.40
37 H -3.3414 1.3430 3.3625  0.42
38 H -2.0075 0.5541 4.3220  0.19
39 Br 3.2267 -3.0159 0.3597  -0.14
40 C 2.2165 -1.8131 1.4348  -0.04
41 C 1.5446 -2.5899 2.5613  -0.55
42 Br 0.6076 -1.1953 3.6673  -0.19
43 H 1.4241 -1.3988 0.8114  -0.25
44 H 2.7915 -0.9249 1.6970  0.35
45 H 2.1075 -3.2603 3.2106  0.44
46 H 0.8280 -3.2969 2.1433  0.40

Output
* F_max: 0.0547 hartree/bohr
* relative energy (zero: lowest compared OMol25 entry of this formula, charge and spin): 0.0 kcal per mole
* HOMO level: -9.1 eV
* Kohn-Sham gap: 9.379 eV
* E: -447475.3145 eV